(1)
{
  "formula": "C49H42N8O2SSr",
  "method": "ωB97M-V with the def2-TZVPD basis set",
  "elements": ["Sr", "C", "O", "C", "C", "C", "C", "C", "C", "N", "N", "C", "C", "O", "C", "C", "C", "C", "C", "C", "C", "C", "H", "H", "H", "H", "H", "H", "H", "H", "H", "H", "H", "H", "H", "N", "C", "C", "C", "C", "C", "C", "N", "C", "C", "C", "S", "C", "N", "H", "H", "H", "H", "H", "H", "H", "C", "C", "C", "C", "C", "C", "C", "N", "C", "N", "C", "C", "C", "C", "C", "C", "C", "N", "C", "C", "C", "C", "C", "C", "C", "H", "H", "H", "H", "H", "H", "H", "H", "H", "H", "H", "H", "H", "H", "H", "H", "H", "H", "H", "H", "H", "H"],
  "coordinates": [[0.05336, -0.49670, -0.19056], [-0.98681, -1.79061, 2.70287], [0.08039, -1.80210, 1.78517], [1.02071, -2.77823, 1.93264], [1.12586, -3.59781, 3.04727], [2.08427, -4.59974, 3.11143], [2.95787, -4.79330, 2.05609], [2.87676, -3.97858, 0.94454], [1.91183, -2.96841, 0.85449], [1.76069, -2.16563, -0.25979], [2.30340, -2.65054, -1.32222], [2.22347, -2.06495, -2.51614], [1.61919, -0.78137, -2.79029], [1.17845, -0.01607, -1.89979], [1.53846, -0.37616, -4.17319], [2.06237, -1.11074, -5.17743], [2.73010, -2.34495, -4.92856], [3.32466, -3.07457, -5.96929], [3.95584, -4.26841, -5.71722], [3.98763, -4.77083, -4.41486], [3.41175, -4.07063, -3.38298], [2.79239, -2.82977, -3.60216], [-0.65088, -1.57109, 3.71989], [-1.52591, -2.74366, 2.69434], [-1.64720, -0.99637, 2.35802], [0.46021, -3.46097, 3.88443], [2.13468, -5.22773, 3.98889], [3.70149, -5.57392, 2.10679], [3.55563, -4.10715, 0.11427], [1.03525, 0.56386, -4.36034], [1.99180, -0.77161, -6.20264], [3.28542, -2.67451, -6.97553], [4.43080, -4.81376, -6.52039], [4.47834, -5.71455, -4.22270], [3.43665, -4.45913, -2.37741], [-3.22290, -2.37717, -3.48369], [-3.79806, -1.13640, -3.56132], [-4.97615, -0.69026, -4.13743], [-5.21711, 0.66583, -4.07911], [-4.33024, 1.53611, -3.44034], [-3.17313, 1.09105, -2.83846], [-2.89416, -0.27083, -2.90217], [-1.83192, -0.99764, -2.43038], [-2.04832, -2.23018, -2.79489], [-1.16204, -3.35744, -2.56561], [-0.84260, -4.32369, -3.48396], [0.23204, -5.46983, -2.80169], [0.16551, -4.57411, -1.32070], [-0.58222, -3.53246, -1.34964], [-3.60621, -3.23954, -3.82836], [-5.67139, -1.37383, -4.60073], [-6.11588, 1.06279, -4.52494], [-4.57491, 2.58744, -3.41632], [-2.51027, 1.75990, -2.31498], [-1.15792, -4.41911, -4.50287], [0.72461, -4.88842, -0.46004], [1.77389, 6.07288, 2.64817], [0.51197, 5.65468, 3.34174], [-0.08161, 6.48782, 4.27636], [-1.24256, 6.12455, 4.93704], [-1.82419, 4.90053, 4.66088], [-1.25065, 4.05097, 3.73344], [-0.08454, 4.41552, 3.06140], [0.53223, 3.56092, 2.14702], [-0.03231, 2.46779, 1.48977], [-1.28670, 2.68535, 1.05770], [-2.34035, 1.81303, 0.68722], [-2.12222, 0.44222, 0.50364], [-3.28352, -0.30484, 0.27327], [-4.55019, 0.24815, 0.21920], [-4.70224, 1.61701, 0.33303], [-3.59810, 2.42459, 0.55033], [-3.77644, 3.92190, 0.59114], [0.66660, 1.41676, 1.23138], [1.94773, 1.26972, 1.76982], [3.03932, 1.30628, 0.90193], [4.32351, 1.10804, 1.36868], [4.53462, 0.83824, 2.71155], [3.45586, 0.78135, 3.57597], [2.16033, 1.01025, 3.13207], [1.02190, 0.98638, 4.11165], [2.01405, 7.10447, 2.89354], [1.67051, 5.98734, 1.56735], [2.61294, 5.44800, 2.95796], [0.37682, 7.44257, 4.49050], [-1.68378, 6.78928, 5.66432], [-2.72036, 4.59471, 5.17970], [-1.69899, 3.08754, 3.54284], [1.54236, 3.57164, 2.14804], [-1.59690, 3.63322, 1.21251], [-3.19207, -1.37724, 0.12783], [-5.41967, -0.37553, 0.05676], [-5.68539, 2.06252, 0.25288], [-4.78821, 4.18615, 0.28754], [-3.08721, 4.41792, -0.09579], [-3.61926, 4.32652, 1.59378], [2.85024, 1.49990, -0.14470], [5.16026, 1.16510, 0.68659], [5.53472, 0.67082, 3.08305], [3.61811, 0.56216, 4.62362], [1.17897, 0.20573, 4.85501], [0.07500, 0.81478, 3.60284], [0.95987, 1.94078, 4.63938]],
  "atomic_forces_ev_per_a": [[-2.5, -0.1, 0.7], [-0.8, 0.1, 0.5], [0.5, -0.7, 0.7], [0.8, -0.6, -0.2], [-0.2, 0.1, 0.1], [0.0, 0.0, -0.1], [0.0, 0.0, 0.1], [-0.1, 0.2, 0.0], [0.4, -0.9, 0.8], [1.1, -0.3, -1.6], [0.0, -0.2, 1.5], [-0.4, 0.8, -0.5], [0.5, -0.4, -0.4], [1.8, 0.9, -2.3], [0.0, 0.1, -0.3], [-0.1, 0.2, 0.2], [0.2, -0.3, 0.3], [0.0, -0.1, 0.0], [0.0, 0.1, -0.2], [0.0, 0.1, 0.0], [0.1, -0.1, 0.0], [0.1, -0.1, -0.4], [0.1, 0.0, -0.1], [0.1, 0.0, 0.0], [0.0, 0.0, 0.1], [-0.1, 0.0, 0.0], [0.0, 0.0, 0.1], [0.1, -0.1, 0.0], [0.0, 0.0, 0.0], [0.0, 0.0, 0.0], [0.0, 0.1, -0.1], [0.0, 0.0, 0.0], [0.0, 0.0, -0.1], [0.0, -0.1, 0.1], [0.0, 0.0, 0.1], [0.2, -0.2, 0.0], [0.2, 0.6, 0.1], [-0.1, -0.1, 0.0], [-0.1, -0.1, 0.0], [0.1, 0.2, 0.0], [0.0, -0.1, 0.0], [-0.8, -0.2, -0.5], [0.8, -0.3, 0.4], [-0.4, 0.3, -0.3], [0.2, -0.8, -0.6], [0.0, 0.0, 0.2], [-0.3, 0.5, 0.4], [0.2, -0.8, -0.5], [-0.2, 0.7, 0.7], [0.1, 0.0, 0.1], [-0.1, 0.0, -0.1], [-0.1, 0.0, 0.0], [0.0, 0.1, 0.1], [0.1, 0.1, 0.1], [-0.1, 0.1, -0.3], [0.2, -0.1, 0.2], [-0.1, -0.1, 0.0], [0.0, 0.0, -0.1], [-0.1, -0.1, 0.1], [0.0, 0.1, 0.1], [0.0, 0.1, 0.0], [0.1, -0.1, 0.0], [-0.3, 0.3, 0.4], [0.4, -0.2, -0.2], [0.3, 0.4, 0.1], [-0.1, 0.8, 0.0], [-0.6, -1.0, -0.1], [-0.9, 0.8, 0.6], [0.0, 0.3, 0.2], [-0.2, -0.3, 0.0], [0.1, 0.0, 0.0], [0.0, 0.3, -0.1], [0.0, -0.1, 0.1], [-0.4, 0.4, 0.0], [0.5, 0.0, 0.3], [-0.1, 0.0, -0.1], [0.2, 0.0, 0.0], [0.1, 0.0, 0.0], [0.0, 0.1, -0.1], [-0.1, -0.1, 0.0], [0.1, 0.0, -0.1], [0.1, 0.0, 0.0], [0.1, 0.0, -0.1], [0.1, 0.0, 0.0], [0.1, 0.1, 0.0], [0.0, 0.1, 0.0], [-0.1, 0.0, 0.0], [0.0, -0.1, 0.0], [-0.1, -0.1, 0.0], [0.2, -0.1, 0.0], [0.0, -0.2, -0.1], [-0.1, -0.1, 0.0], [0.0, 0.1, 0.0], [0.0, 0.0, 0.0], [0.0, 0.1, 0.0], [0.1, 0.1, 0.0], [0.0, 0.0, -0.1], [0.0, 0.0, 0.0], [0.1, 0.0, 0.0], [0.0, 0.0, 0.1], [0.0, 0.0, 0.0], [-0.1, 0.0, 0.1], [-0.1, 0.0, 0.0]],
  "charge": 0,
  "e_above_lowest_kj_mol": 10.0,
  "homo_energy_ha": -0.2488,
  "lumo_energy_ev": -0.3,
  "orbital_gap_ha": 0.236
}

---

(2)
{
  "formula": "C49H43As2Br2MnN6O2",
  "method": "ωB97M-V with the def2-TZVPD basis set",
  "elements": ["Mn", "C", "C", "C", "C", "C", "C", "Br", "C", "C", "Br", "C", "O", "C", "N", "H", "H", "H", "H", "H", "H", "C", "C", "As", "C", "C", "C", "C", "C", "C", "C", "C", "C", "C", "C", "C", "As", "C", "C", "C", "C", "C", "C", "C", "C", "C", "C", "C", "C", "H", "H", "H", "H", "H", "H", "H", "H", "H", "H", "H", "H", "H", "H", "H", "H", "H", "H", "H", "H", "H", "H", "H", "H", "N", "C", "C", "C", "C", "C", "C", "N", "C", "C", "C", "C", "N", "C", "C", "H", "H", "H", "H", "H", "H", "H", "H", "H", "N", "C", "N", "O", "H", "H", "H", "H"],
  "coordinates": [[-0.33793, 0.41385, -0.01586], [0.23477, 2.29924, -2.96300], [0.32183, 0.81440, -3.09348], [0.66824, 0.25938, -4.34589], [0.75083, -1.09156, -4.51176], [0.45894, -1.94810, -3.42671], [0.49592, -3.36731, -3.45684], [0.99054, -4.26017, -5.03785], [0.17691, -4.09688, -2.34392], [-0.20799, -3.45717, -1.14784], [-0.65590, -4.48960, 0.35423], [-0.26650, -2.08373, -1.07964], [-0.65556, -1.41184, 0.01239], [0.09652, -1.32942, -2.22068], [0.06482, 0.03499, -2.05584], [1.18303, 2.75943, -3.24172], [-0.02662, 2.60582, -1.95503], [-0.51869, 2.68039, -3.65385], [0.86817, 0.93047, -5.16930], [1.02521, -1.51664, -5.46728], [0.20936, -5.17655, -2.37172], [1.61353, -1.67191, 2.18647], [0.29937, -1.57293, 2.95005], [-0.83288, -0.08636, 2.39291], [-2.65055, -0.61280, 2.72264], [-2.96964, -1.87959, 3.19832], [-4.29490, -2.19258, 3.47069], [-5.29229, -1.25407, 3.26200], [-4.97359, 0.00827, 2.77875], [-3.65405, 0.33183, 2.50974], [-0.56504, 1.42445, 3.56689], [-1.07856, 2.66083, 3.18700], [-0.96598, 3.75406, 4.03554], [-0.33189, 3.61610, 5.26335], [0.17363, 2.38393, 5.64595], [0.05281, 1.28539, 4.80428], [2.61740, 0.02783, 2.12254], [3.92785, -0.29046, 3.51123], [3.98256, 0.60323, 4.57531], [4.87866, 0.39602, 5.61641], [5.72336, -0.70149, 5.59165], [5.67818, -1.59373, 4.52735], [4.78284, -1.39118, 3.49011], [3.65790, -0.28872, 0.50140], [3.05180, -0.81412, -0.63843], [3.72457, -0.85274, -1.85375], [5.02088, -0.36317, -1.94298], [5.63697, 0.15314, -0.81141], [4.96051, 0.19365, 0.40062], [1.39873, -1.97488, 1.16186], [2.24187, -2.45176, 2.62194], [0.43606, -1.48468, 4.03078], [-0.29504, -2.46818, 2.76131], [-2.20975, -2.63220, 3.36105], [-4.54404, -3.17516, 3.84745], [-6.32170, -1.50469, 3.47793], [-5.75297, 0.74012, 2.61414], [-3.41308, 1.32225, 2.13878], [-1.58371, 2.77502, 2.23338], [-1.38716, 4.70898, 3.74719], [-0.24795, 4.46466, 5.92768], [0.65513, 2.27131, 6.60795], [0.45128, 0.33228, 5.12816], [3.32945, 1.46920, 4.59048], [4.92080, 1.09389, 6.44176], [6.42359, -0.86285, 6.39963], [6.34327, -2.44643, 4.50693], [4.75963, -2.08644, 2.65811], [2.04587, -1.22321, -0.59594], [3.24267, -1.28296, -2.72364], [5.55479, -0.40158, -2.88258], [6.65279, 0.52034, -0.87057], [5.45829, 0.59878, 1.27459], [-6.50253, 4.09552, -1.52866], [-7.82099, 4.09565, -1.93213], [-8.74144, 5.12369, -2.12881], [-9.99798, 4.74334, -2.54602], [-10.33616, 3.39203, -2.76298], [-9.42407, 2.38255, -2.56704], [-8.14146, 2.74669, -2.14172], [-7.04810, 1.95484, -1.86815], [-6.10319, 2.78438, -1.51091], [-4.76900, 2.33196, -1.13572], [-4.51063, 0.95876, -1.11093], [-3.25852, 0.51586, -0.75401], [-2.25369, 1.34900, -0.42574], [-2.49943, 2.66464, -0.45074], [-3.72597, 3.19355, -0.79461], [-5.96614, 4.90416, -1.27249], [-8.49013, 6.16230, -1.96523], [-10.74989, 5.50235, -2.71367], [-11.33803, 3.15318, -3.09100], [-9.67559, 1.34481, -2.73099], [-5.29746, 0.26466, -1.36580], [-3.03441, -0.54323, -0.70598], [-1.67216, 3.31144, -0.18170], [-3.84737, 4.26728, -0.79415], [2.73732, 2.48153, -0.41035], [1.70697, 2.72544, 0.40777], [1.79601, 3.70673, 1.30665], [0.62891, 2.06788, 0.30271], [3.63685, 2.90066, -0.24015], [2.74169, 1.59590, -0.89877], [2.63878, 4.24021, 1.43420], [1.05095, 3.80640, 1.97830]],
  "atomic_forces_ev_per_a": [[-0.2, 0.2, -0.1], [0.0, 0.1, 0.1], [0.0, 0.0, 0.0], [0.0, 0.0, 0.0], [0.0, 0.0, 0.0], [0.0, -0.1, 0.1], [0.0, 0.0, 0.1], [0.0, 0.0, 0.0], [0.0, 0.1, 0.0], [0.0, 0.2, -0.1], [0.0, 0.0, 0.0], [0.0, -0.2, -0.2], [-0.1, -0.2, 0.0], [-0.1, -0.2, 0.0], [0.1, 0.0, 0.0], [0.0, 0.0, 0.0], [0.0, 0.0, 0.0], [0.0, 0.0, 0.0], [0.0, 0.0, 0.0], [0.0, 0.0, 0.0], [0.0, 0.0, 0.0], [0.1, -0.1, -0.1], [-0.1, 0.0, 0.1], [0.2, 0.1, 0.2], [0.0, 0.1, -0.1], [0.0, 0.0, -0.1], [0.0, 0.0, 0.0], [0.0, 0.0, 0.0], [0.0, 0.0, 0.0], [0.0, 0.0, 0.0], [0.0, -0.1, 0.1], [0.0, 0.1, -0.1], [0.0, 0.0, -0.1], [0.0, 0.0, 0.0], [0.0, -0.1, 0.0], [0.1, 0.0, 0.0], [0.0, -0.2, 0.1], [0.0, 0.0, 0.0], [0.0, 0.1, 0.0], [0.0, 0.0, 0.0], [0.0, 0.0, 0.0], [0.0, 0.0, 0.0], [0.0, 0.0, 0.0], [0.0, -0.1, 0.1], [-0.1, 0.0, 0.0], [0.1, 0.0, 0.0], [-0.1, 0.0, 0.0], [0.0, 0.0, 0.0], [0.0, 0.0, 0.0], [0.0, 0.0, 0.1], [0.0, 0.1, 0.0], [0.0, 0.0, -0.1], [0.0, 0.1, 0.0], [0.0, 0.0, 0.0], [0.0, 0.0, 0.0], [0.0, 0.0, 0.0], [0.0, 0.0, 0.0], [0.0, 0.0, 0.0], [0.0, 0.0, 0.0], [0.0, 0.0, 0.0], [0.0, 0.0, 0.0], [0.0, 0.0, 0.0], [0.0, 0.0, 0.0], [0.0, 0.0, 0.0], [0.0, 0.0, 0.0], [0.0, 0.0, 0.0], [0.0, 0.0, 0.0], [0.0, 0.0, 0.0], [0.1, 0.0, 0.1], [0.0, 0.0, 0.0], [0.0, 0.0, 0.0], [0.0, 0.0, 0.0], [0.0, 0.0, 0.0], [-0.1, -0.1, 0.0], [0.0, 0.0, 0.0], [0.0, 0.0, 0.0], [0.0, 0.0, 0.0], [0.0, 0.0, 0.0], [0.0, 0.1, 0.0], [0.0, 0.0, 0.0], [0.1, 0.0, 0.0], [0.0, -0.1, 0.0], [0.0, -0.1, 0.0], [0.1, 0.0, 0.0], [-0.1, 0.0, 0.0], [0.0, 0.0, 0.0], [0.0, 0.0, 0.0], [0.1, 0.0, 0.0], [0.0, 0.0, 0.0], [0.0, 0.0, 0.0], [0.0, 0.0, 0.0], [0.0, 0.0, 0.0], [0.0, 0.0, 0.0], [0.0, 0.0, 0.0], [0.0, 0.0, 0.0], [0.0, 0.0, 0.0], [0.0, 0.0, 0.0], [-0.2, 0.1, 0.0], [0.2, -0.1, -0.1], [-0.1, 0.0, 0.0], [-0.1, 0.3, 0.0], [0.0, 0.0, 0.0], [0.0, 0.0, 0.0], [0.0, 0.0, 0.0], [0.0, 0.0, 0.0]],
  "multiplicity": 5,
  "charge": 2,
  "e_above_lowest_kj_mol": 25.1,
  "s_squared": 6.164,
  "homo_energy_ha": [-0.4482, -0.4483],
  "lumo_energy_ev": [-6.8, -5.6],
  "orbital_gap_ha": [0.197, 0.244]
}